DFT (wB97M-V/def2-TZVPD) results for a 5-piece molecular cluster, C11H19Br8FO3 overall at a distorted geometry.

The geometry in XYZ format:
```
42
Properties=species:S:1:pos:R:3:forces:R:3
O -0.54536 1.12507 1.89189 4.4 -2.1 -1.7
C 0.51213 0.53828 1.57046 -2.4 1.4 2.3
O 0.63402 -0.45137 0.70071 -1.2 -0.6 -1.2
C 1.92459 -1.04800 0.70680 -0.3 -0.7 0.1
C 2.55034 -0.43479 1.95036 -0.7 -0.6 -0.4
F 3.81449 -0.11877 1.69031 0.9 0.9 0.1
O 1.74016 0.68233 2.17519 -0.7 1.4 0.5
H 1.83256 -2.13244 0.76688 -0.3 0.0 0.2
H 2.42541 -0.85555 -0.24201 0.2 0.6 0.3
H 2.52293 -1.02098 2.86891 0.1 -0.3 -0.1
Br -1.74812 -0.51553 -3.22126 -0.4 -0.4 0.6
C -2.68543 -0.41903 -1.46437 0.2 -1.1 0.2
C -2.25497 -1.63107 -0.49964 -0.2 1.4 -1.4
Br -3.26036 -1.48269 1.15411 0.2 0.0 -0.1
H -3.74923 -0.44026 -1.70098 0.1 -0.4 0.0
H -2.50373 0.60731 -1.14546 0.4 -0.4 0.6
H -1.18218 -1.64647 -0.30732 -0.2 0.4 0.2
H -2.47990 -2.60415 -0.93623 -0.4 0.3 -0.1
Br -2.63143 3.78549 2.27131 -0.9 -0.8 0.1
C -3.95054 2.27032 2.17503 0.0 -0.2 -0.3
C -4.86191 2.27405 3.39121 0.6 1.1 -0.2
Br -6.16646 0.84196 3.50704 0.4 -0.2 -0.2
H -3.38930 1.33779 2.11594 0.2 0.3 -0.1
H -4.49521 2.43245 1.24490 0.1 0.0 0.1
H -5.47962 3.17153 3.35869 0.2 0.0 0.3
H -4.19321 2.26116 4.25189 -0.6 -0.1 0.3
Br 6.52824 -2.22159 -2.47846 -1.3 -0.2 0.1
C 4.69725 -2.79880 -1.90589 0.2 0.3 0.6
C 4.83667 -3.71861 -0.70621 0.3 -0.3 0.1
Br 5.63169 -2.79747 0.90006 -0.5 -0.8 -1.1
H 4.16915 -3.29110 -2.72250 0.5 -0.2 -0.1
H 4.08125 -1.93352 -1.66108 0.5 0.3 0.0
H 5.42312 -4.58598 -1.00924 0.6 0.3 0.4
H 3.91379 -4.18737 -0.36464 -0.3 0.6 0.0
Br 1.69059 0.98645 -2.94442 -0.8 0.5 0.5
C 0.26112 1.85496 -1.88233 -0.6 1.9 0.1
C -0.60972 2.85168 -2.69978 -0.7 -0.9 -0.4
Br -2.12916 3.67722 -1.61369 1.3 -0.8 -0.5
H 0.69728 2.53776 -1.15319 0.6 -0.7 0.3
H -0.35543 1.09800 -1.39759 0.3 0.0 -0.2
H -1.12193 2.30036 -3.48832 -0.1 0.2 0.1
H -0.09376 3.70133 -3.14697 0.2 -0.2 0.4
```
Forces are in eV/Å.

Summary:
* structure (SMILES): O=C1OC[C@@H](F)O1.BrCCBr.BrCCBr.BrCCBr.BrCCBr
* Kohn-Sham gap: 9.96 eV
* net charge: 0
* relative energy (zero: lowest compared OMol25 entry of this formula, charge and spin): 10.9 kcal/mol
* molar mass: 857.50 g/mol